Entry 1:
{
  "formula": "C44H119N7O15",
  "method": "wB97M-V/def2-TZVPD",
  "symbols": ["C", "O", "C", "C", "C", "N", "H", "H", "H", "H", "H", "H", "H", "H", "H", "H", "H", "C", "O", "C", "C", "C", "N", "H", "H", "H", "H", "H", "H", "H", "H", "H", "H", "H", "C", "O", "C", "C", "C", "N", "H", "H", "H", "H", "H", "H", "H", "H", "H", "H", "H", "C", "O", "C", "C", "C", "N", "H", "H", "H", "H", "H", "H", "H", "H", "H", "H", "H", "C", "O", "C", "C", "N", "C", "C", "O", "C", "H", "H", "H", "H", "H", "H", "H", "H", "H", "H", "H", "H", "H", "H", "H", "C", "O", "C", "C", "N", "C", "C", "O", "C", "H", "H", "H", "H", "H", "H", "H", "H", "H", "H", "H", "H", "H", "H", "H", "C", "O", "C", "C", "N", "C", "C", "O", "C", "H", "H", "H", "H", "H", "H", "H", "H", "H", "H", "H", "H", "H", "H", "H", "C", "C", "O", "H", "H", "H", "H", "H", "H", "C", "C", "O", "H", "H", "H", "H", "H", "H", "C", "C", "O", "H", "H", "H", "H", "H", "H", "C", "C", "O", "H", "H", "H", "H", "H", "H", "C", "C", "O", "H", "H", "H", "H", "H", "H"],
  "xyz": [[-1.70587, -2.29023, -16.84661], [-0.34968, -1.94223, -16.75188], [0.23909, -1.46329, -17.94812], [1.60430, -0.89637, -17.59943], [2.25086, -0.33434, -18.86474], [2.50630, -1.90072, -17.03271], [-1.78819, -3.08552, -17.60786], [-2.35543, -1.46217, -17.15860], [-2.04944, -2.73693, -15.91862], [0.37463, -2.29384, -18.65830], [-0.40123, -0.67640, -18.37347], [1.48718, -0.08001, -16.88206], [2.70815, -1.13794, -19.45187], [3.05258, 0.36361, -18.63887], [1.50283, 0.12468, -19.51855], [2.66273, -2.64929, -17.69916], [2.13161, -2.33093, -16.18675], [-1.66785, -5.72865, -14.31443], [-0.46944, -5.85343, -13.58814], [-0.44101, -7.00944, -12.78200], [0.76366, -7.01244, -11.84356], [2.08507, -7.04846, -12.59096], [0.68632, -8.09971, -10.86189], [-1.61466, -4.81604, -14.89469], [-2.58883, -5.74648, -13.71522], [-1.74648, -6.61693, -14.95953], [-1.38500, -7.18119, -12.24546], [-0.33781, -7.92197, -13.41669], [0.73866, -6.07097, -11.27106], [2.12551, -6.31536, -13.39421], [2.13323, -8.01782, -13.11323], [2.91813, -6.99956, -11.89724], [-0.28094, -8.05471, -10.53266], [0.76395, -8.99470, -11.34638], [-6.16441, -0.00600, -9.54094], [-5.55203, -0.81659, -8.57679], [-4.65465, -0.09083, -7.76992], [-3.75555, -1.06096, -7.03769], [-4.58546, -1.83586, -6.00144], [-2.60458, -0.35931, -6.48703], [-6.64500, 0.88470, -9.11426], [-6.99008, -0.55040, -10.00144], [-5.44227, 0.26255, -10.32073], [-4.05379, 0.58776, -8.39651], [-5.19364, 0.54872, -7.04629], [-3.46092, -1.80823, -7.78389], [-5.41743, -2.32549, -6.51717], [-5.07067, -1.13182, -5.31547], [-4.00430, -2.58573, -5.46964], [-2.10303, -0.99254, -5.87219], [-2.87328, 0.42651, -5.90405], [3.12272, -2.64135, -10.39018], [2.26045, -2.24471, -11.42781], [2.28513, -3.15665, -12.48587], [1.31910, -2.68544, -13.56767], [-0.10555, -2.49544, -13.07887], [1.43121, -3.62592, -14.70871], [2.91389, -2.03611, -9.51302], [4.16270, -2.58272, -10.72155], [2.89891, -3.68157, -10.10219], [3.27210, -3.19532, -12.96168], [1.93880, -4.14452, -12.14708], [1.64000, -1.71032, -13.95886], [-0.76527, -2.13761, -13.87698], [-0.16343, -1.71247, -12.31062], [-0.51907, -3.40291, -12.62685], [0.73122, -3.31503, -15.38631], [1.04113, -4.52368, -14.41152], [0.24283, 6.80187, -18.92996], [-1.14230, 6.47374, -19.05212], [-1.94912, 7.02761, -18.02423], [-3.36895, 6.67369, -18.27469], [-3.62779, 5.25993, -18.00608], [-4.99269, 4.88703, -18.27620], [-5.20817, 3.44294, -18.01761], [-4.40100, 2.74278, -18.95512], [-4.44201, 1.35910, -18.75565], [0.84527, 5.92490, -19.16887], [0.52236, 7.13248, -17.92718], [0.47517, 7.58826, -19.65589], [-1.82601, 8.11551, -17.92392], [-1.65216, 6.60470, -17.04910], [-3.71067, 6.94713, -19.29244], [-4.02084, 7.30657, -17.65971], [-3.02078, 4.71032, -18.60989], [-5.31523, 5.13826, -19.29866], [-5.64741, 5.46322, -17.60804], [-6.25815, 3.21932, -18.27765], [-5.01104, 3.12628, -16.98946], [-5.46257, 0.96240, -18.90682], [-4.19010, 1.13116, -17.71018], [-3.75665, 0.87243, -19.44169], [-3.89184, -11.06579, -8.98398], [-3.48290, -9.75403, -8.63495], [-2.08954, -9.60508, -8.70588], [-1.72411, -8.21792, -8.25174], [-1.93209, -7.23518, -9.31499], [-1.45930, -5.92262, -8.90676], [-1.67504, -4.86547, -9.93349], [-2.94315, -4.29594, -9.78728], [-3.27292, -3.48584, -10.91175], [-4.94666, -11.13826, -8.74263], [-3.36042, -11.80146, -8.36200], [-3.65073, -11.26368, -10.03203], [-1.71944, -9.73318, -9.73778], [-1.58747, -10.36103, -8.08294], [-0.68657, -8.14000, -7.92691], [-2.36494, -7.98817, -7.38226], [-2.92116, -7.15177, -9.53612], [-0.37227, -5.95202, -8.74806], [-1.88041, -5.59184, -7.94329], [-1.55056, -5.30074, -10.94097], [-0.87611, -4.10699, -9.88885], [-4.17351, -2.93211, -10.64447], [-3.52556, -4.10740, -11.77637], [-2.44871, -2.81372, -11.18054], [-1.15572, 0.94633, -15.30047], [-1.47939, 2.14402, -14.65316], [-2.54936, 2.83636, -15.26998], [-2.61741, 4.19195, -14.58684], [-3.80937, 4.94597, -14.97386], [-3.80928, 6.26739, -14.36714], [-5.14423, 6.93279, -14.46375], [-5.38663, 7.37215, -15.78224], [-6.61487, 8.05542, -15.88886], [-0.89910, 1.13341, -16.35257], [-2.04823, 0.30809, -15.27485], [-0.32727, 0.46819, -14.78983], [-3.50165, 2.31397, -15.06947], [-2.37653, 2.93941, -16.34776], [-1.71181, 4.74809, -14.89451], [-2.59341, 4.04014, -13.50826], [-3.80522, 5.09373, -15.99851], [-3.00676, 6.91899, -14.75004], [-3.62069, 6.14756, -13.29214], [-5.15270, 7.80689, -13.78778], [-5.93570, 6.27238, -14.08480], [-7.45002, 7.43230, -15.55074], [-6.76952, 8.26280, -16.94978], [-6.59529, 9.01037, -15.35373], [-9.48842, 1.09462, -14.38560], [-8.16020, 0.65158, -13.85217], [-7.83292, 1.39291, -12.68630], [-9.89973, 0.45774, -15.16714], [-9.45025, 2.12724, -14.72861], [-10.17769, 1.07121, -13.53451], [-7.35546, 0.87162, -14.56889], [-8.03710, -0.41210, -13.64160], [-7.10053, 2.00027, -12.81213], [-8.07268, -3.95079, -13.51297], [-7.20726, -4.18789, -12.28320], [-6.02816, -4.86388, -12.62962], [-7.54437, -3.25053, -14.18060], [-9.00460, -3.41234, -13.31794], [-8.21879, -4.88727, -14.04556], [-7.75641, -4.75329, -11.52889], [-6.95886, -3.23337, -11.79639], [-5.46924, -4.20689, -13.08179], [-4.97574, -1.13427, -13.17309], [-4.35272, -1.79873, -14.35774], [-4.32840, -3.20606, -14.09178], [-6.04798, -1.34453, -13.15100], [-4.87946, -0.05409, -13.28156], [-4.55242, -1.52686, -12.25165], [-3.32045, -1.51921, -14.55522], [-4.98994, -1.60302, -15.22407], [-4.15019, -3.73088, -14.88320], [-2.50757, 0.42485, -11.47407], [-1.48543, 1.42066, -10.99559], [-0.25576, 0.79772, -10.58740], [-2.14224, -0.10081, -12.36027], [-3.48596, 0.89148, -11.59659], [-2.67510, -0.39552, -10.75905], [-1.87175, 2.01165, -10.15024], [-1.23662, 2.12953, -11.78200], [-0.46972, 0.16135, -9.89674], [-5.61261, -4.09816, -17.55736], [-5.08865, -5.17133, -16.60136], [-3.64416, -5.07332, -16.59815], [-5.14641, -4.22319, -18.53753], [-5.30134, -3.10446, -17.21964], [-6.70069, -4.10075, -17.63255], [-5.36933, -6.16055, -16.96477], [-5.46758, -4.98043, -15.60050], [-3.31092, -5.38861, -17.44270]],
  "forces_ev_per_a": [[0.20, -0.82, -1.12], [0.00, 0.31, 0.66], [-0.18, 0.14, 0.40], [0.62, -0.36, -0.43], [-0.12, -0.24, -0.31], [-0.18, 0.35, 0.31], [-0.29, 0.14, 0.05], [0.11, 0.11, 0.17], [0.13, 0.22, 0.23], [-0.20, 0.12, -0.10], [0.00, -0.15, -0.14], [-0.11, -0.14, 0.12], [-0.09, -0.06, 0.10], [-0.08, 0.13, 0.06], [0.15, 0.24, 0.11], [-0.01, 0.03, 0.00], [0.28, 0.11, -0.31], [-0.03, -0.94, -0.37], [-0.10, 0.23, 0.79], [0.33, -1.15, -0.50], [0.10, 0.78, 0.32], [-0.55, -0.93, -0.52], [-0.52, 0.05, -0.44], [-0.03, 0.04, -0.11], [0.27, 0.27, 0.34], [-0.11, 0.33, -0.33], [0.10, 0.46, 0.19], [-0.04, 0.33, -0.05], [-0.11, -0.12, -0.04], [0.19, 0.31, 0.27], [0.16, 0.05, 0.16], [0.14, 0.24, -0.07], [0.15, -0.15, 0.42], [0.13, 0.12, 0.02], [-0.55, 0.04, -0.32], [-0.15, -0.10, 0.26], [0.27, 0.50, -0.16], [-0.70, -0.58, 0.31], [-0.57, 0.41, -0.42], [0.34, -0.19, -0.06], [0.37, 0.10, 0.07], [0.21, -0.26, -0.03], [-0.09, 0.24, 0.03], [0.07, -0.15, 0.04], [-0.06, -0.11, -0.11], [0.49, 0.24, 0.02], [0.18, -0.18, 0.02], [0.31, -0.09, 0.24], [0.05, 0.05, 0.10], [0.09, 0.08, -0.09], [-0.22, -0.03, -0.07], [-0.39, -0.54, -0.02], [-0.06, 0.24, 0.38], [-0.65, 0.42, -0.82], [-0.10, 0.09, -0.62], [-0.35, 0.37, 0.72], [-0.78, -0.11, 0.30], [0.22, 0.31, -0.09], [0.12, 0.09, 0.24], [0.17, 0.03, -0.05], [0.11, -0.34, 0.25], [0.32, -0.10, 0.01], [0.25, -0.08, 0.22], [0.09, -0.27, -0.16], [0.24, -0.11, -0.02], [0.04, -0.08, -0.24], [0.20, 0.02, -0.04], [0.26, 0.05, 0.11], [-0.29, -0.01, -0.38], [0.36, 0.09, 0.37], [0.62, 0.05, 0.31], [-1.31, 0.23, -0.41], [0.51, 0.32, -0.18], [-0.43, 0.91, 0.39], [-0.76, -0.71, -1.12], [0.35, 0.02, 0.13], [-0.60, -0.18, 0.50], [-0.12, -0.05, -0.04], [-0.17, 0.02, 0.04], [0.11, 0.03, 0.17], [0.03, -0.03, -0.35], [0.00, -0.01, -0.11], [0.55, -0.11, -0.06], [0.22, -0.38, 0.37], [-0.01, 0.01, 0.12], [0.10, -0.14, -0.05], [0.11, -0.05, 0.00], [0.04, -0.08, 0.40], [0.18, 0.12, 0.03], [0.19, 0.07, -0.16], [0.25, -0.18, -0.10], [0.09, 0.02, -0.02], [0.50, 0.28, 0.48], [-0.22, -0.18, -0.05], [0.65, -0.11, -0.15], [-0.70, 0.46, 0.18], [0.01, 0.14, 0.01], [0.77, 0.06, 0.56], [0.38, 0.15, -0.88], [-0.30, 0.44, -0.33], [-0.29, -0.40, 0.27], [-0.14, -0.04, -0.36], [-0.01, 0.03, -0.10], [-0.31, -0.12, -0.06], [-0.16, -0.15, 0.07], [-0.10, 0.04, 0.03], [0.08, -0.21, -0.12], [0.24, -0.03, 0.04], [0.02, -0.19, 0.06], [-0.09, -0.41, 0.02], [-0.11, 0.01, -0.10], [-0.19, -0.07, 0.11], [-0.20, 0.16, 0.27], [0.13, 0.13, 0.07], [0.18, -0.02, 0.00], [-0.09, 0.05, 0.09], [-0.60, 0.03, -0.28], [0.19, 0.45, 0.09], [-0.06, 0.05, 0.80], [0.19, 0.48, -1.03], [-0.07, 0.01, -0.29], [0.15, -0.50, 0.57], [-0.09, 0.84, 0.47], [-0.25, -0.19, 0.06], [0.03, -0.06, -0.55], [0.10, -0.12, 0.03], [0.17, -0.38, -0.11], [0.05, -0.02, 0.09], [0.11, -0.10, -0.31], [-0.13, -0.04, -0.04], [0.05, -0.13, 0.36], [-0.04, 0.06, 0.07], [0.17, -0.38, 0.51], [-0.12, 0.05, -0.06], [0.09, -0.02, -0.08], [0.06, -0.01, -0.13], [0.01, -0.16, -0.33], [0.02, 0.08, 0.17], [0.01, 0.04, 0.06], [-0.05, -0.09, 0.16], [-0.69, -0.14, 0.61], [1.80, 0.66, -0.73], [-0.32, -0.05, 0.95], [0.16, -0.05, -0.08], [0.09, -0.02, -0.10], [-0.14, 0.01, -0.20], [-0.24, -0.20, -0.30], [-0.58, -0.07, 0.16], [-0.05, -0.14, -0.32], [0.41, 0.89, -0.25], [-0.50, 0.51, 0.20], [0.24, -0.14, -0.02], [0.13, -0.34, -0.05], [-0.15, -0.47, 0.26], [-0.27, -0.01, -0.01], [0.14, -0.28, -0.09], [-0.10, 0.03, -0.07], [0.08, -0.23, 0.03], [-0.40, 0.13, 0.00], [-0.10, -0.86, -0.32], [-0.23, -0.34, 0.06], [0.04, -0.10, 0.00], [0.17, 0.02, 0.34], [0.18, 0.39, 0.09], [0.00, 0.55, 0.02], [0.25, 0.07, -0.29], [0.28, 0.31, -0.04], [-0.03, -0.74, 0.29], [0.42, 0.07, 0.81], [-0.37, 0.17, -0.37], [-0.27, 0.34, -0.29], [0.11, 0.05, -0.43], [0.13, 0.32, 0.25], [-0.09, -0.11, -0.13], [0.13, -0.08, -0.13], [0.02, 0.02, 0.02], [0.13, 0.11, 0.23], [0.46, 0.61, -1.36], [-0.47, -0.05, 0.78], [-0.28, -0.13, -0.09], [-0.06, -0.08, 0.14], [0.03, -0.09, -0.13], [-0.21, -0.07, 0.33], [0.16, -0.37, 0.15], [-0.05, 0.02, -0.02]],
  "charge": 0,
  "orbital_gap_ev": 8.90,
  "relative_energy_kcal_mol": 0.0,
  "lumo_energy_ev": 0.25
}


Entry 2:
{
  "formula": "C6H10Cl2N2O",
  "method": "wB97M-V/def2-TZVPD",
  "symbols": ["C", "C", "C", "C", "C", "C", "N", "N", "O", "Cl", "Cl", "H", "H", "H", "H", "H", "H", "H", "H", "H", "H"],
  "xyz": [[-0.84960, -1.41259, 2.31042], [-0.97794, -2.13837, 1.19210], [0.49163, -0.46318, 0.73889], [0.25058, 2.08624, -2.18885], [0.65311, 0.82831, -1.42895], [-0.00386, 0.78690, -0.04265], [0.04196, -0.36850, 2.12264], [-0.16454, -1.64062, 0.17511], [-1.40036, 0.81290, -0.12290], [1.32260, -0.26336, 3.34310], [0.93772, -2.86796, -0.51813], [-1.36883, -1.50072, 3.24406], [-1.62713, -2.96579, 0.98496], [1.58080, -0.51673, 0.66562], [-0.83249, 2.16147, -2.23883], [0.64913, 2.06377, -3.19973], [0.63062, 2.97108, -1.68424], [1.73725, 0.79495, -1.31303], [0.34270, -0.05874, -1.98555], [0.27095, 1.67483, 0.53517], [-1.68430, 0.01609, -0.58921]],
  "forces_ev_per_a": [[0.33, 1.51, 2.01], [0.40, 0.92, -4.08], [-0.42, 0.69, -0.75], [0.03, -0.22, 0.07], [-0.28, 0.26, 0.25], [0.67, -0.02, -0.31], [-0.15, -0.42, 0.71], [-3.95, 2.57, 5.85], [-0.38, -0.04, 0.11], [-0.51, 0.06, -0.57], [4.09, -4.47, -3.43], [0.10, -0.27, 0.25], [0.00, -0.30, 0.08], [-0.10, -0.28, -0.01], [-0.07, 0.06, -0.06], [0.02, 0.07, -0.09], [0.03, 0.15, 0.01], [0.06, -0.12, -0.01], [0.09, -0.12, 0.00], [0.07, -0.09, -0.02], [-0.04, 0.05, -0.01]],
  "charge": 0,
  "orbital_gap_ev": [5.58, 6.67],
  "relative_energy_kcal_mol": 0.0,
  "lumo_energy_ev": [-0.02, -2.58],
  "multiplicity": 3,
  "s2": 2.025
}